Molecular formula: C5H11NO2
Method: DFT, ωB97M-V/def2-TZVPD

Calculated values
- SMILES string = C=NOC(C)(C)CO
- E_LUMO (eV) = 0.914
- energy above the lowest of the compared OMol25 structures with the same formula, charge and spin (kJ/mol) = 389.90

Structure (ORCA input):
```
! RIJCOSX wB97M-V def2-TZVPD def2/J DEFGRID3
* xyz 0 1
H -1.619 0.807 1.517
H -1.750 -1.077 -1.676
C -0.368 -1.576 0.610
C 2.843 0.395 -0.244
H 0.164 0.944 1.626
C -0.634 0.961 0.849
N 1.785 -0.225 0.072
H 0.020 1.996 -0.619
H 3.155 0.910 -1.097
H -1.369 -2.019 0.964
O 0.734 -0.169 -0.821
H 0.248 -1.446 1.563
H 3.435 0.406 0.572
H 0.030 -2.285 -0.127
H -2.553 0.052 -0.470
C -1.579 -0.211 -1.055
H -1.494 0.689 -1.647
O -0.602 2.129 0.052
C -0.445 -0.282 -0.071
*
```

=====

Molecular formula: C5H11NO2
Method: DFT, ωB97M-V/def2-TZVPD

Calculated values
- SMILES string = C=CC(=C)N.OCO
- E_LUMO (eV) = 0.779
- energy above the lowest of the compared OMol25 structures with the same formula, charge and spin (kJ/mol) = 194.92

Structure (ORCA input):
```
! RIJCOSX wB97M-V def2-TZVPD def2/J DEFGRID3
* xyz 0 1
H 0.771 1.342 -1.546
H -1.372 -0.768 -0.637
H 0.988 1.622 1.497
H 0.694 -0.641 1.471
H -2.538 -1.557 0.479
C 1.462 -0.337 -0.389
N 1.490 -0.872 0.892
H -3.770 0.403 0.241
H 1.990 -0.526 -2.423
O -3.079 0.232 -0.410
O -1.528 -0.042 1.293
H 1.713 -1.856 0.916
H 2.329 -1.991 -1.378
C -2.113 -0.596 0.156
C 1.938 -0.992 -1.457
C 0.963 1.030 -0.528
C 0.757 1.877 0.476
H -1.095 0.792 1.043
H 0.399 2.878 0.302
*
```

=====

Molecular formula: C5H11NO2
Method: DFT, ωB97M-V/def2-TZVPD

Calculated values
- E_LUMO (alpha / beta) (eV) = -0.082 / -0.082
- energy above the lowest of the compared OMol25 structures with the same formula, charge and spin (kJ/mol) = 530.51

Structure (ORCA input):
```
! RIJCOSX wB97M-V def2-TZVPD def2/J DEFGRID3
* xyz 0 1
H 2.892 0.776 0.529
O -1.189 -2.459 0.314
C 1.910 0.941 0.088
H -1.335 1.549 -0.151
H 0.356 0.245 1.669
C -1.358 -1.273 0.185
H 0.432 -1.955 -1.338
H 2.028 0.875 -0.992
H -2.833 -1.240 1.360
C -0.473 -0.374 -0.668
C -1.034 0.985 -1.031
H -1.910 0.846 -1.665
C 0.903 -0.105 0.515
H -0.290 1.544 -1.594
H 1.287 -1.084 0.794
H 0.988 0.329 2.318
H 1.564 1.944 0.338
O -2.331 -0.596 0.836
N 0.394 -0.948 -1.506
*
```